Density functional theory data (wB97M-V/def2-TZVPD) for 10 unconnected molecules or ions with the total composition C24H70N2O10 in a non-equilibrium geometry.

Each line ends with the Mulliken charge.
Atoms and positions in Å:
C1 4.72003 -0.61333 3.58639  -0.8089
C2 5.35913 -1.10504 2.31209  -0.6335
O1 4.52977 -1.17204 1.22172  -0.2843
H1 5.52481 -0.39604 4.23311  0.4897
H2 4.02807 -1.39603 4.00675  0.1614
H3 4.16022 0.27739 3.34018  0.0833
H4 5.85854 -2.06543 2.49721  0.3474
H5 6.17332 -0.44897 2.11104  0.4695
H6 4.41974 -0.29374 0.86737  0.1309
C3 -3.36007 -1.20384 -0.39128  -0.0739
C4 -4.52323 -1.41003 -1.39117  -0.5339
O2 -5.19863 -0.09546 -1.46772  -0.5591
H7 -2.97697 -0.18852 -0.53995  -0.0368
H8 -2.46106 -1.84717 -0.54483  -0.0951
H9 -3.69539 -1.33020 0.66264  0.3494
H10 -5.29973 -2.14192 -1.12783  0.2660
H11 -4.19198 -1.60137 -2.38802  0.3814
H12 -5.48627 0.09526 -0.59235  0.2285
C5 0.68185 0.24412 -0.46215  -0.4608
C6 1.73315 1.17818 0.05400  1.5149
O3 2.50472 0.65798 1.15895  -0.5100
H13 -0.05674 -0.09336 0.30132  0.1385
H14 1.10881 -0.61155 -1.06800  -0.1647
H15 -0.01007 0.68028 -1.18070  0.4521
H16 1.19453 2.10823 0.43547  -1.3383
H17 2.55580 1.47814 -0.60201  0.4376
H18 2.03673 -0.05934 1.59797  0.1092
C7 -2.76667 2.33186 -3.54646  -0.3883
C8 -4.16452 2.46104 -4.03477  -0.4802
O4 -5.18152 2.33959 -2.97408  -0.4969
H19 -2.50602 1.29232 -3.37587  0.1872
H20 -2.46337 2.96550 -2.70088  -0.1438
H21 -2.13551 2.63935 -4.42356  0.4262
H22 -4.44667 1.65425 -4.72791  0.3419
H23 -4.39990 3.36839 -4.47059  0.3364
H24 -5.24145 1.46154 -2.65971  0.3134
C9 4.94779 -3.30550 -2.01365  -1.3051
C10 4.65700 -1.81866 -2.16235  -0.1371
O5 3.33411 -1.50214 -1.70025  -0.1048
H25 5.95675 -3.39763 -2.36936  0.4624
H26 4.29908 -3.92005 -2.56080  0.3496
H27 4.95386 -3.70387 -1.01812  0.2366
H28 4.75640 -1.51201 -3.19666  0.2503
H29 5.32273 -1.14254 -1.61097  0.3186
H30 3.36408 -1.50561 -0.71362  -0.0482
C11 -0.54067 2.96078 4.02727  -0.9434
C12 0.90847 2.58790 3.98526  0.1854
O6 1.41037 2.87063 2.72314  -0.4928
H31 -0.66754 4.00323 3.79738  0.3558
H32 -1.03278 2.80250 4.99611  0.4099
H33 -1.16410 2.33187 3.36480  -0.0659
H34 1.03151 1.51008 4.19279  -0.0060
H35 1.40072 3.14127 4.79039  0.2492
H36 1.92972 2.13808 2.35627  0.2736
C13 -1.64744 -0.81798 3.28848  -0.4468
C14 -0.40092 -0.98432 4.14349  -0.6346
O7 0.80522 -1.02107 3.39888  -0.1356
H37 -2.53243 -0.60405 3.98048  0.4159
H38 -1.96324 -1.78112 2.77376  0.2384
H39 -1.66505 0.02581 2.56140  -0.1367
H40 -0.44453 -1.81542 4.86597  0.3225
H41 -0.32085 -0.20674 4.84872  0.3670
H42 1.00526 -1.86949 2.98437  0.1172
C15 1.82962 -0.27871 -4.73739  -0.7213
C16 2.82174 0.81534 -4.31743  -0.2893
O8 2.68807 1.05633 -2.89282  -0.4908
H43 1.93076 -0.51651 -5.80619  0.3886
H44 0.78345 -0.03371 -4.63753  0.1901
H45 2.12066 -1.24711 -4.26268  0.0986
H46 2.72540 1.81821 -4.74491  0.3506
H47 3.87472 0.44553 -4.60332  0.1786
H48 2.88342 0.25107 -2.40476  0.2653
C17 2.05444 -5.17019 0.03730  -1.6321
C18 1.35250 -3.77445 0.27596  0.2935
C19 -0.08581 -3.98354 0.46550  -0.1723
O9 -0.52495 -4.81348 -0.54604  -0.3549
C20 -1.95057 -5.07688 -0.52213  -0.7303
N1 1.75324 -3.07542 1.52273  0.0378
H49 3.15730 -5.02575 0.07279  0.3585
H50 1.68564 -5.57971 -0.89177  0.3866
H51 1.61639 -5.85234 0.78693  0.3830
H52 1.47143 -3.13001 -0.57014  -0.1152
H53 -0.56545 -2.97661 0.35261  -0.1411
H54 -0.35323 -4.46265 1.39205  0.5597
H55 -2.41283 -4.35813 -1.13933  0.2466
H56 -2.28942 -4.90251 0.51329  0.3310
H57 -2.12063 -6.13123 -0.79558  0.2610
H58 1.77784 -3.80646 2.23452  0.3628
H59 2.69301 -2.74887 1.42794  -0.1621
C21 -4.08245 2.66641 0.50898  -0.3803
C22 -4.19610 4.17264 0.35321  0.2864
C23 -2.83350 4.78783 -0.00840  -1.0303
O10 -1.70668 4.14947 0.52233  -0.0351
C24 -0.46653 4.60363 -0.08415  -0.6272
N2 -5.20863 4.72378 -0.61150  -0.7699
H60 -5.01530 2.18974 0.83981  0.4279
H61 -3.31641 2.46957 1.27276  0.0778
H62 -3.68370 2.22277 -0.42956  -0.2118
H63 -4.50557 4.55342 1.32039  0.3625
H64 -2.74496 5.86240 0.12224  0.3601
H65 -2.87397 4.66981 -1.11427  0.2801
H66 -0.41542 5.70520 0.01732  0.3758
H67 -0.55410 4.42972 -1.23006  0.2393
H68 0.36502 4.05318 0.42554  -0.0798
H69 -6.12271 4.58064 -0.15326  0.3153
H70 -5.28266 4.09364 -1.41052  0.2746

Forces on atoms 1 to 6 (eV/Å):
-1.5018 -1.3581 -0.7383
1.2474 -0.4624 1.4076
-0.8090 -1.1586 -1.3204
0.6318 0.3021 1.2030
0.6199 0.9125 -0.1986
-0.2484 0.3507 0.2845

Calculated values
Structure (SMILES)   COC[C@H](C)N.COC[C@H](C)N.CCO.CCO.CCO.CCO.CCO.CCO.CCO.CCO
Energy relative to the best compared isomer or geometry (same formula, charge and spin)   1.919 eV
E_HOMO   -9.13 eV
Spin multiplicity   1
LUMO energy   0.54 eV

Density functional theory data (wB97M-V/def2-TZVPD) for a single C4H8O3 molecule.

Each line ends with the Mulliken charge.
Atoms and positions in Å:
O1 2.25737 -1.55793 0.29525  -0.5064
C1 0.89342 -1.17371 0.27106  -0.3601
C2 0.81534 0.20625 -0.36902  -0.8079
C3 -0.62969 0.68980 -0.45216  1.0179
O2 -0.90105 1.40162 -1.61604  -0.5466
C4 -1.41349 1.00771 0.74811  -0.6309
O3 -1.68522 -0.14997 -0.09537  -0.4944
H1 2.29899 -2.43589 0.69162  0.3110
H2 0.47291 -1.13302 1.29235  0.2659
H3 0.27994 -1.86354 -0.32921  0.3023
H4 1.24206 0.18407 -1.37772  0.3324
H5 1.41515 0.92126 0.21421  0.2643
H6 -1.10619 0.70119 1.74744  0.2555
H7 -2.07940 1.87795 0.70137  0.2458
H8 -1.86016 1.32421 -1.72188  0.3511

Forces on atoms 1 to 6 (eV/Å):
-0.0662 -0.2425 0.1336
-0.3419 0.3069 -0.1256
-0.1751 0.0779 -0.0852
0.6486 0.4103 0.2439
0.0868 -0.1033 0.1304
-0.0194 -0.0498 0.1056

Calculated values
Structure (SMILES)   OCC[C@]1(O)CO1
Energy relative to the best compared isomer or geometry (same formula, charge and spin)   2.343 eV
E_HOMO   -10.21 eV
Spin multiplicity   1
LUMO energy   0.84 eV

Density functional theory data (wB97M-V/def2-TZVPD) for 2 unconnected molecules or ions with the total composition C11H15N in a non-equilibrium geometry.

Each line ends with the Mulliken charge.
Atoms and positions in Å:
C1 0.17375 0.66876 -2.44087  -0.6013
C2 0.30733 2.00226 -3.22168  -1.1070
H1 0.96491 0.54275 -1.67088  -0.0291
H2 -0.76135 0.77214 -1.92113  0.2360
H3 0.10286 -0.13290 -2.98301  0.5515
H4 0.85225 1.76899 -4.10255  0.2910
H5 0.86003 2.68983 -2.59050  0.3093
H6 -0.56961 2.43199 -3.45398  0.3703
C3 -2.36352 -2.16772 1.46958  -1.2837
C4 0.41727 0.36857 1.46740  -0.2767
C5 -0.09310 -0.89089 1.05941  1.1207
C6 -1.50642 -0.94338 1.49374  0.3515
C7 -1.81603 0.29981 2.06778  -0.6860
C8 2.54745 0.04380 0.55077  -0.7292
C9 1.72132 0.82034 1.29987  -0.3848
C10 1.98791 -1.17279 0.10564  -0.5893
C11 0.72574 -1.74139 0.41821  -0.5841
N1 -0.65786 1.11143 2.03202  -0.1692
H7 3.55854 0.34465 0.43026  0.4653
H8 1.84615 1.86118 1.75417  0.2587
H9 2.64063 -1.73939 -0.49126  0.3805
H10 0.46783 -2.64577 0.00261  0.5273
H11 -0.68954 2.12712 2.02204  0.2404
H12 -2.70047 0.78446 2.56527  0.3616
H13 -3.29884 -2.04215 2.06522  0.3221
H14 -1.90504 -3.12748 1.62558  0.3495
H15 -2.81220 -2.03421 0.44628  0.3048

Forces on atoms 1 to 6 (eV/Å):
0.2219 5.1606 3.6073
3.2030 -2.3346 1.7058
-0.4490 0.0811 -0.6269
-0.4633 -0.3418 0.7195
-0.1857 -4.5071 -3.3779
0.6545 0.3837 -0.9603

Calculated values
Structure (SMILES)   Cc1c[nH]c2ccccc12.CC
Energy relative to the best compared isomer or geometry (same formula, charge and spin)   1.892 eV
E_HOMO   -7.76 eV
Spin multiplicity   1
LUMO energy   0.95 eV

Density functional theory data (wB97M-V/def2-TZVPD) for 2 unconnected molecules or ions with the total composition C4H7O2S in a non-equilibrium geometry.

Each line ends with the Mulliken charge.
Atoms and positions in Å:
O1 0.40585 1.03538 -2.26663  -0.7007
C1 1.09317 0.94048 -1.22342  0.5068
O2 1.65635 1.83793 -0.57606  -0.6929
C2 1.01470 -0.46424 -0.55021  -0.5042
C3 -0.33540 -0.63880 0.11532  0.4275
C4 -0.98457 0.64902 0.59417  -1.2523
S1 -0.89916 -2.20146 2.59613  -0.2529
H1 1.20242 -1.28040 -1.24770  0.3120
H2 1.83576 -0.44827 0.17265  0.2913
H3 -1.01643 -1.05519 -0.63065  0.2496
H4 -0.40498 -1.38955 0.97772  -0.4627
H5 -1.36031 1.21713 -0.25725  0.3683
H6 -1.87796 0.44730 1.18804  0.3729
H7 -0.32943 1.35067 1.10791  0.3375

Forces on atoms 1 to 6 (eV/Å):
0.4352 -0.1863 -0.1660
-1.4761 0.7306 -0.4174
0.4631 -0.2780 -0.0028
0.9473 -0.7595 1.2576
-0.7038 1.6447 -1.3972
-0.6236 0.4536 0.2367

Calculated values
Net charge   -1
Energy relative to the best compared isomer or geometry (same formula, charge and spin)   3.134 eV
E_HOMO   -4.63 eV
Spin multiplicity   1
LUMO energy   0.37 eV